{"formula": "C2H5N3O2S", "method": "ωB97M-V/def2-TZVPD", "orbital_gap_ev": 9.14, "lumo_ev": -0.23, "homo_energy_ev": -9.38, "relative_energy_kcal_mol": 145.00, "elements": ["S", "O", "O", "N", "N", "N", "C", "C", "H", "H", "H", "H", "H"], "coordinates": [[-0.758, -1.071, -1.502], [2.052, 0.237, -2.014], [-1.587, 0.406, 2.583], [0.247, -0.143, -0.486], [-1.076, -0.161, 1.427], [0.606, 1.425, 1.354], [-0.107, 0.434, 0.744], [1.526, 0.291, -0.847], [0.993, 2.076, 0.505], [-1.161, -1.158, 1.494], [0.042, -2.446, -1.283], [-0.391, 0.533, 3.286], [1.973, 0.794, 0.023]], "atomic_forces_ev_per_a": [[2.02, -2.92, 0.74], [-2.46, -0.22, 4.89], [5.78, 0.26, 2.32], [0.74, 0.74, -0.33], [-1.75, -0.55, 0.79], [-1.88, 0.00, -4.32], [2.39, 2.59, 2.34], [2.26, 0.02, -5.19], [-1.00, -1.81, 3.05], [0.01, -0.37, -0.57], [-1.88, 2.96, -0.53], [-4.81, 0.01, -2.52], [0.58, -0.72, -0.67]], "mulliken_charge": [-0.10, -0.56, -0.46, 0.01, -0.14, -0.84, 0.77, -0.37, 0.31, 0.22, 0.18, 0.38, 0.61]}



{"formula": "CHLiOYb", "method": "ωB97M-V/def2-TZVPD", "orbital_gap_ev": [6.47, 6.72], "lumo_ev": [-4.64, -4.62], "homo_energy_ev": [-11.11, -11.34], "total_charge": 1, "multiplicity": 2, "relative_energy_kcal_mol": 0.00, "s_squared": 0.75, "elements": ["Yb", "O", "C", "Li", "H"], "coordinates": [[0.183, -1.422, 1.255], [1.603, -1.128, -0.577], [0.782, -0.123, -0.813], [2.088, -0.682, -2.406], [-0.188, 0.821, 1.662]], "atomic_forces_ev_per_a": [[-0.38, 1.61, 0.52], [-2.21, 2.73, -0.76], [2.27, -2.98, 0.03], [0.05, 0.15, 0.18], [0.27, -1.51, 0.02]], "mulliken_charge": [0.84, -0.42, -0.13, 0.91, -0.20]}



{"formula": "C4H7NO", "method": "ωB97M-V/def2-TZVPD", "orbital_gap_ev": [8.29, 8.29], "lumo_ev": [0.93, 0.93], "homo_energy_ev": [-7.37, -7.37], "relative_energy_kcal_mol": 99.86, "elements": ["O", "N", "C", "C", "C", "C", "H", "H", "H", "H", "H", "H", "H"], "coordinates": [[-1.526, 2.215, 0.697], [-0.072, 0.513, 0.441], [-1.184, 0.934, 0.885], [0.817, -0.559, 0.066], [0.994, 0.860, -0.439], [0.259, -1.630, -0.843], [-1.907, 0.316, 1.407], [1.762, 1.422, 0.107], [1.390, -0.935, 0.921], [-0.325, -2.379, -0.294], [-0.370, -1.164, -1.608], [1.082, -2.147, -1.350], [-0.919, 2.554, 0.009]], "atomic_forces_ev_per_a": [[0.14, -0.04, -0.14], [-0.44, 0.17, 0.13], [0.25, -0.19, -0.05], [-0.07, -0.33, 0.07], [0.15, 0.04, 0.08], [0.01, 0.01, -0.03], [0.15, 0.07, -0.09], [-0.11, -0.05, -0.11], [-0.07, 0.12, -0.14], [0.09, 0.12, -0.07], [0.10, -0.08, 0.11], [-0.09, 0.09, 0.09], [-0.10, 0.07, 0.15]], "mulliken_charge": [-0.45, 0.06, 0.11, 0.18, -0.77, -1.26, 0.34, 0.20, 0.31, 0.31, 0.33, 0.31, 0.32]}



{"formula": "C2H16O6", "method": "ωB97M-V/def2-TZVPD", "orbital_gap_ev": 10.93, "lumo_ev": 0.45, "homo_energy_ev": -10.48, "relative_energy_kcal_mol": 27.67, "smiles": "C=C.O.O.O.O.O.O", "elements": ["O", "O", "O", "O", "O", "O", "C", "C", "H", "H", "H", "H", "H", "H", "H", "H", "H", "H", "H", "H", "H", "H", "H", "H"], "coordinates": [[0.863, -1.613, -1.536], [-5.571, -2.612, -0.435], [-1.948, -2.348, -1.623], [1.869, 0.778, -0.140], [-2.277, 0.377, -0.291], [-0.373, 1.053, 1.542], [4.311, 3.121, 1.300], [4.736, 2.027, 1.919], [4.891, 3.997, 1.084], [-1.159, 0.922, 0.979], [4.227, 1.109, 2.149], [-1.323, -1.857, -2.181], [2.570, 0.762, 0.529], [-2.380, 0.913, -1.085], [-0.659, 1.848, 1.994], [1.210, -0.921, -0.939], [-1.218, -2.677, -1.074], [1.536, -1.602, -2.226], [5.720, 2.226, 2.304], [-2.484, -0.534, -0.533], [3.300, 3.113, 0.898], [1.144, 1.229, 0.330], [-5.140, -2.045, -1.068], [-5.108, -2.506, 0.406]], "atomic_forces_ev_per_a": [[0.40, 0.33, 0.05], [-0.34, -0.32, 0.48], [1.02, 0.33, 0.10], [0.27, 0.18, 0.28], [-0.25, 0.38, 0.03], [-0.42, 0.54, -0.06], [-1.89, -1.23, -0.59], [1.14, 1.80, 0.17], [0.39, 0.14, 0.28], [0.21, -0.69, -0.38], [-0.27, 0.01, -0.09], [-0.52, 0.30, -0.47], [-0.10, -0.10, -0.35], [-0.01, -0.21, 0.05], [0.36, 0.26, 0.52], [-0.32, 0.04, 0.09], [-0.52, -0.46, 0.51], [-0.13, -0.23, -0.13], [0.57, -1.02, 0.40], [0.20, -0.25, -0.26], [0.06, 0.29, -0.14], [-0.20, -0.38, -0.01], [0.36, 0.22, -0.17], [0.00, 0.07, -0.32]], "mulliken_charge": [-0.63, -0.62, -0.66, -0.71, -0.72, -0.67, -0.40, -0.49, 0.24, 0.38, 0.30, 0.35, 0.27, 0.31, 0.34, 0.39, 0.32, 0.29, 0.21, 0.32, 0.17, 0.40, 0.31, 0.31]}



{"formula": "C3H10NOP", "method": "ωB97M-V/def2-TZVPD", "orbital_gap_ev": 9.44, "lumo_ev": 0.78, "homo_energy_ev": -8.66, "relative_energy_kcal_mol": 88.54, "smiles": "CP1(C)(C)NO1", "elements": ["P", "O", "N", "C", "C", "C", "H", "H", "H", "H", "H", "H", "H", "H", "H", "H"], "coordinates": [[-0.613, 0.077, 0.022], [-2.310, -0.369, -0.218], [-1.894, 0.483, 0.959], [0.767, 0.526, 1.151], [0.032, -1.649, -0.156], [-0.407, 1.204, -1.371], [1.605, -0.054, 0.806], [-1.402, 1.379, -1.844], [-1.880, -0.113, 1.830], [0.063, -1.844, 0.971], [1.108, -1.704, -0.388], [0.560, 0.262, 2.229], [0.329, 0.744, -2.021], [-0.030, 2.080, -0.952], [0.895, 1.641, 0.980], [-0.696, -2.036, -0.864]], "atomic_forces_ev_per_a": [[0.22, -0.94, 0.20], [0.60, -0.06, 0.09], [-0.67, -0.34, 1.38], [-0.25, 1.70, 0.24], [-0.07, 1.56, 1.10], [-1.30, -1.51, -0.24], [0.79, 0.27, 0.11], [0.99, -0.26, 0.23], [-0.35, 0.56, -1.08], [-0.87, -0.87, -1.57], [-0.65, 0.12, -0.58], [0.15, 0.49, -1.17], [-0.01, 0.17, -0.42], [0.67, 1.68, 0.36], [0.38, -1.25, 0.82], [0.38, -1.32, 0.55]], "mulliken_charge": [1.15, -0.53, -0.58, -1.24, -1.11, -1.16, 0.35, 0.31, 0.30, 0.32, 0.36, 0.35, 0.35, 0.40, 0.35, 0.37]}